DFT (the ωB97M-V functional and the def2-TZVPD basis) results for a structure of composition C43H50AsN4O2RhS2Si2Te.

Computed properties:
Net charge: 0
HOMO-LUMO gap (alpha / beta) (eV): 4.29 / 4.28
Lowest unoccupied orbital energy (alpha / beta) (eV): -2.02 / -2.03
Highest occupied orbital energy (alpha / beta) (eV): -6.311 / -6.311
Energy (Eh): -6027.6963
Energy relative to the best compared isomer or geometry (same formula, charge and spin) (eV): 0.963

Each line ends with the Löwdin charge.
CARTESIAN COORDINATES (ANGSTROEM)
Rh -0.359 0.823 1.455  0.607
C 2.157 4.882 3.831  -0.420
S 1.727 3.413 4.819  0.837
C 1.041 2.339 3.610  -1.095
S 0.523 2.939 2.079  0.683
N 0.936 1.113 3.987  -0.129
N 0.420 0.175 3.181  -0.170
C 0.413 -1.018 3.819  -0.067
C 0.146 -2.300 3.379  -0.286
C 0.294 -3.352 4.342  0.015
C 0.033 -4.669 4.022  -0.084
C -0.238 -5.006 2.717  -0.051
C -0.134 -3.988 1.675  -0.421
N -0.295 -2.633 2.117  -0.361
H 2.540 5.613 4.536  0.030
H 1.272 5.266 3.332  0.006
H 2.919 4.619 3.103  0.028
H 0.745 -0.939 4.851  0.122
H 0.574 -3.078 5.345  0.113
H 0.042 -5.421 4.797  0.110
H -0.457 -6.015 2.416  0.118
H -0.849 -4.170 0.869  0.038
C 3.043 3.978 -3.991  -0.055
C 2.525 3.017 -2.962  -0.265
C 3.334 2.019 -2.426  0.037
C 2.868 1.177 -1.440  -0.085
C 3.804 0.167 -0.881  -0.323
O 4.445 -0.578 -1.599  0.096
C 3.995 0.174 0.591  -0.151
C 4.625 -0.922 1.181  -0.038
C 4.860 -0.955 2.540  -0.079
C 4.508 0.132 3.325  -0.073
C 3.921 1.243 2.741  -0.084
C 3.644 1.263 1.386  -0.018
C 1.510 1.221 -0.994  -0.324
O 1.092 0.309 -0.204  -0.200
C 0.682 2.268 -1.529  -0.072
C 1.232 3.125 -2.494  0.024
C -0.651 2.556 -1.047  -0.200
N -1.234 1.959 -0.048  -0.108
C -2.455 2.530 0.492  -0.347
C -3.557 1.517 0.774  -0.483
Te -5.112 1.544 -0.735  1.279
C -3.958 0.753 -2.340  -0.549
C -2.692 0.232 -2.141  -0.183
C -1.914 -0.161 -3.218  -0.107
C -2.416 -0.073 -4.505  -0.084
C -3.710 0.385 -4.702  -0.087
C -4.475 0.804 -3.629  -0.155
C -1.346 3.679 -1.759  -0.213
C -1.945 3.445 -2.995  -0.022
C -2.583 4.471 -3.670  -0.059
C -2.614 5.745 -3.132  -0.080
C -2.016 5.986 -1.905  -0.069
C -1.389 4.962 -1.216  -0.032
H 4.051 3.709 -4.295  0.072
H 3.062 4.994 -3.596  0.079
H 2.403 3.977 -4.872  0.078
H 4.359 1.913 -2.754  0.128
H 4.924 -1.744 0.548  0.112
H 5.340 -1.814 2.987  0.100
H 4.698 0.121 4.389  0.105
H 3.699 2.098 3.361  0.067
H 3.180 2.131 0.940  0.100
H 0.627 3.929 -2.888  0.120
H -2.850 3.310 -0.168  0.079
H -2.184 3.015 1.444  0.082
H -4.061 1.790 1.698  0.047
H -3.157 0.506 0.899  -0.014
H -2.272 0.135 -1.149  0.046
H -0.910 -0.523 -3.038  0.119
H -1.811 -0.370 -5.349  0.106
H -4.118 0.436 -5.702  0.104
H -5.480 1.169 -3.790  0.093
H -1.904 2.462 -3.436  0.102
H -3.049 4.271 -4.624  0.107
H -3.106 6.547 -3.663  0.102
H -2.037 6.981 -1.486  0.104
H -0.926 5.150 -0.256  0.123
C -2.305 -3.199 -1.703  -0.210
Si -2.871 -2.883 0.109  0.460
C -3.272 -4.633 0.825  -0.212
C -4.561 -1.975 0.137  -0.242
As -0.994 -1.444 0.893  1.121
Si 1.620 -4.244 0.745  0.635
C 2.064 -2.617 -0.103  -0.179
C 2.931 -4.795 2.005  -0.163
C 1.231 -5.624 -0.516  -0.166
H -2.793 -4.044 -2.179  0.030
H -1.230 -3.374 -1.730  0.006
H -2.501 -2.325 -2.314  -0.011
H -4.314 -4.872 0.628  0.024
H -3.113 -4.715 1.895  0.017
H -2.667 -5.404 0.352  0.021
H -5.391 -2.667 0.040  0.024
H -4.626 -1.277 -0.691  -0.047
H -4.710 -1.423 1.061  0.014
H 2.111 -1.809 0.623  0.013
H 1.324 -2.325 -0.847  0.016
H 3.026 -2.664 -0.602  0.033
H 3.126 -4.015 2.734  0.023
H 3.861 -5.014 1.489  0.029
H 2.630 -5.690 2.542  0.024
H 0.527 -5.285 -1.271  0.019
H 0.808 -6.506 -0.045  0.023
H 2.134 -5.935 -1.029  0.026